1.
Below is C4H4LiO5Rb as an isolated structure at a distorted geometry, with properties calculated with ωB97M-V with the def2-TZVPD basis set.

## Properties
Multiplicity: 2
Net charge: -1
Molar mass, g mol⁻¹: 224.48
Highest occupied orbital energy (spin up / spin down), Ha: -0.1127 / -0.1169
Expectation value of S²: 0.7542
LUMO level (spin up / spin down), eV: -0.44 / -0.44
Gap between HOMO and LUMO (spin up / spin down), hartree: 0.0965 / 0.1007

Last column: Mulliken spin population.
CARTESIAN COORDINATES (ANGSTROEM)
O: 0.589 -1.586 -1.005  0.00
O: 0.791 0.618 -0.904  0.01
C: -1.255 0.955 2.592  0.84
C: -0.250 0.160 3.362  -0.01
O: 0.593 -0.599 2.593  0.04
C: 0.656 -0.454 -1.542  0.00
H: -1.337 2.039 2.720  0.03
H: -2.048 0.436 2.045  0.02
H: -0.825 -0.468 4.100  0.04
H: 0.300 0.875 4.027  0.00
O: 0.115 0.695 -3.591  0.00
O: 0.838 -1.381 -3.762  0.00
C: 0.532 -0.374 -3.071  0.00
Li: 0.768 -0.580 0.818  0.02
Rb: 0.531 -0.337 -8.382  0.00

Atoms 1-6, force components in eV/Å:
O 0.1 -0.2 0.4
O 0.2 0.0 0.3
C -0.5 0.1 0.1
C 0.3 0.0 0.5
O -0.2 0.1 -0.1
C -0.1 0.1 0.5

=====

2.
Below is one molecule with the formula C5H7BrN2 at a distorted geometry, with properties calculated with ωB97M-V with the def2-TZVPD basis set.

## Properties
SMILES: C=N/N=C\C/C=C/Br
Molar mass, g mol⁻¹: 175.03
Highest occupied orbital energy, Ha: -0.3296
LUMO level, eV: 0.90
Gap between HOMO and LUMO, hartree: 0.3629

Last column: Löwdin charge in e.
CARTESIAN COORDINATES (ANGSTROEM)
C: -0.371 -0.195 2.550  -0.03
N: 0.004 0.811 1.887  -0.06
N: -0.634 1.463 0.993  0.00
C: -0.645 1.452 -0.265  -0.15
C: -0.030 0.450 -1.218  -0.17
C: 1.211 -0.224 -0.728  -0.24
C: 1.435 -1.523 -0.836  -0.61
Br: 3.045 -2.329 -0.254  0.65
H: 0.246 -0.517 3.372  0.06
H: -1.284 -0.748 2.342  0.07
H: -1.207 2.252 -0.730  0.10
H: 0.217 0.989 -2.138  0.11
H: -0.792 -0.297 -1.472  0.12
H: 1.969 0.421 -0.306  0.10
H: 0.723 -2.232 -1.231  0.05

Atoms 1-6, force components in eV/Å:
C -0.5 -0.2 -0.2
N 1.7 -0.7 0.8
N -1.5 1.3 -0.4
C 0.2 -0.6 -0.4
C 0.0 0.0 0.1
C 0.1 -0.2 0.0

=====

Energy relative to the best compared isomer or geometry (same formula, charge and spin) in kcal/mol, matching the order above: 35.8 42.8